# C4H15N3S

A 3-piece molecular cluster, C4H15N3S overall at a distorted geometry (ωB97M-V with the def2-TZVPD basis set, the Open Molecules 2025 dataset).

Properties
F_max: 3.555 eV Å⁻¹
HOMO-LUMO gap: 0.2692 Ha
Energy relative to the best compared isomer or geometry (same formula, charge and spin): 355.2 kJ/mol

Last column: natural (NBO) charge in e.
Element x y z (Å)
C  1.898  2.049  0.237  -0.225
N  1.782  3.381  0.861  -0.842
C  1.576  2.132  -1.260  -0.228
N  1.299  0.786  -1.785  -0.859
H  1.327  1.312  0.824  0.161
H  2.940  1.652  0.237  0.194
H  0.820  3.754  0.760  0.350
H  1.962  3.296  1.873  0.358
H  2.486  2.551  -1.695  0.200
H  0.749  2.841  -1.391  0.152
H  0.401  0.492  -1.362  0.367
H  1.161  0.792  -2.831  0.360
H  -0.925  1.156  -0.188  0.092
C  -1.836  -2.959  1.197  -0.233
C  -0.831  -2.218  0.269  -0.565
S  -1.525  -0.831  -0.718  -0.026
N  -3.202  -3.035  0.735  -0.820
H  -1.768  -2.371  2.102  0.181
H  -1.389  -3.956  1.514  0.201
H  -0.359  -2.871  -0.487  0.227
H  0.016  -1.861  0.819  0.240
H  -3.349  -3.867  0.181  0.355
H  -3.234  -2.224  0.108  0.362